Entry from OMol25: a molecular structure, C66H57N3O7STc at a distorted geometry (the ωB97M-V functional and the def2-TZVPD basis).

Gap between HOMO and LUMO (spin up / spin down), eV: 5.8 / 5.4
F_max, hartree/bohr: 0.0603
ΔE to the lowest compared entry with this formula, charge and spin, kcal/mol: 67.2
Charge: +2
E_tot, hartree: -3718.60796
Molar mass, g mol⁻¹: 1134.263
Expectation value of S²: 3.7676
LUMO energy (spin up / spin down), eV: -6.41 / -6.89
Spin multiplicity: 4

Last column: Löwdin spin population.
CARTESIAN COORDINATES (ANGSTROEM)
Tc (1.072, -0.169, 0.630)  2.2663
C (2.843, -3.975, 2.211)  -0.0007
O (3.741, -2.850, 2.408)  0.0137
C (3.147, -1.812, 1.882)  0.0186
N (1.969, -1.968, 1.372)  -0.0119
C (1.513, -3.322, 1.793)  0.0015
C (0.698, -4.192, 0.878)  0.0003
C (0.596, -5.548, 1.188)  0.0004
C (-0.229, -6.373, 0.444)  -0.0001
C (-0.975, -5.851, -0.604)  0.0003
C (-0.881, -4.503, -0.908)  0.0006
C (-0.038, -3.682, -0.175)  0.0045
C (3.677, -0.471, 2.029)  0.0157
C (4.930, -0.172, 2.529)  0.0000
C (5.269, 1.161, 2.705)  0.0167
C (4.344, 2.126, 2.336)  -0.0020
C (3.112, 1.735, 1.830)  0.0133
N (2.754, 0.454, 1.705)  0.0041
C (2.198, 2.721, 1.258)  0.0034
N (1.166, 2.415, 0.581)  0.0596
C (0.688, 3.661, -0.062)  0.0067
C (1.641, 4.741, 0.524)  0.0026
O (2.586, 3.992, 1.316)  0.0013
C (-0.761, 4.029, 0.140)  0.0003
C (-1.190, 5.298, -0.244)  0.0001
C (-2.517, 5.660, -0.085)  0.0000
C (-3.428, 4.755, 0.447)  -0.0001
C (-3.004, 3.489, 0.814)  0.0000
C (-1.670, 3.136, 0.666)  0.0000
H (2.789, -4.530, 3.142)  0.0001
H (3.247, -4.611, 1.422)  0.0003
H (0.884, -3.137, 2.673)  0.0005
H (1.154, -5.968, 2.017)  0.0000
H (-0.295, -7.426, 0.684)  0.0000
H (-1.619, -6.495, -1.187)  0.0001
H (-1.464, -4.090, -1.722)  0.0000
H (0.060, -2.636, -0.424)  0.0036
H (5.600, -0.982, 2.781)  -0.0001
H (6.233, 1.446, 3.101)  0.0008
H (4.560, 3.181, 2.418)  -0.0003
H (0.836, 3.536, -1.142)  0.0002
H (1.117, 5.443, 1.170)  0.0002
H (2.207, 5.288, -0.227)  0.0003
H (-0.485, 6.006, -0.666)  0.0000
H (-2.843, 6.651, -0.372)  0.0000
H (-4.464, 5.041, 0.572)  0.0000
H (-3.703, 2.773, 1.224)  0.0000
H (-1.314, 2.167, 0.966)  0.0000
C (-5.771, -0.558, 0.781)  0.0003
C (-4.520, -1.121, 0.130)  0.0009
C (-4.865, -2.266, -0.813)  0.0000
O (-3.801, -0.079, -0.534)  0.0029
C (-2.475, -0.023, -0.074)  0.0080
C (-2.323, -1.253, 0.849)  0.0058
O (-3.655, -1.582, 1.152)  0.0015
C (-1.519, -1.099, 2.196)  0.0247
O (-0.192, -0.752, 1.931)  0.2606
C (-1.476, -2.450, 2.964)  0.0049
C (-2.214, -3.576, 2.624)  0.0001
C (-2.110, -4.734, 3.387)  0.0004
C (-1.266, -4.788, 4.482)  -0.0005
C (-0.520, -3.667, 4.823)  0.0002
C (-0.630, -2.508, 4.072)  -0.0003
C (-2.119, -0.127, 3.244)  0.0108
C (-3.429, -0.264, 3.696)  0.0012
C (-3.910, 0.560, 4.704)  0.0006
C (-3.083, 1.502, 5.298)  -0.0004
C (-1.767, 1.612, 4.882)  0.0001
C (-1.284, 0.796, 3.869)  -0.0004
C (-1.438, 0.109, -1.258)  0.0264
O (-0.179, 0.119, -0.641)  0.1793
C (-1.463, -0.999, -2.326)  0.0077
C (-0.262, -1.549, -2.773)  0.0004
C (-0.247, -2.432, -3.842)  0.0001
C (-1.431, -2.780, -4.474)  -0.0003
C (-2.623, -2.211, -4.053)  0.0004
C (-2.638, -1.303, -3.003)  0.0013
C (-1.638, 1.447, -2.009)  -0.0015
C (-2.332, 2.512, -1.448)  -0.0010
C (-2.446, 3.720, -2.126)  0.0002
C (-1.893, 3.876, -3.386)  -0.0009
C (-1.210, 2.813, -3.962)  0.0003
C (-1.078, 1.616, -3.278)  -0.0009
H (-6.537, -0.373, 0.031)  0.0000
H (-5.542, 0.374, 1.297)  0.0000
H (-6.143, -1.286, 1.502)  0.0000
H (-5.514, -1.908, -1.611)  0.0000
H (-5.391, -3.035, -0.248)  0.0000
H (-3.965, -2.697, -1.246)  0.0000
H (-2.336, 0.881, 0.524)  0.0000
H (-1.827, -2.065, 0.296)  -0.0001
H (-2.892, -3.567, 1.786)  0.0000
H (-2.705, -5.599, 3.122)  0.0001
H (-1.206, -5.687, 5.082)  0.0000
H (0.135, -3.692, 5.684)  0.0000
H (-0.072, -1.625, 4.361)  0.0001
H (-4.069, -1.016, 3.263)  0.0000
H (-4.934, 0.449, 5.035)  0.0001
H (-3.463, 2.138, 6.086)  0.0000
H (-1.105, 2.331, 5.350)  0.0000
H (-0.250, 0.875, 3.561)  -0.0007
H (0.672, -1.254, -2.314)  0.0005
H (0.695, -2.841, -4.186)  0.0000
H (-1.421, -3.475, -5.303)  0.0000
H (-3.549, -2.458, -4.556)  0.0001
H (-3.551, -0.800, -2.729)  0.0000
H (-2.812, 2.428, -0.484)  0.0000
H (-2.987, 4.534, -1.661)  0.0000
H (-1.997, 4.811, -3.920)  -0.0001
H (-0.793, 2.908, -4.956)  0.0000
H (-0.547, 0.804, -3.755)  0.0000
O (2.433, 0.238, -0.988)  0.0347
S (3.904, 0.197, -1.383)  0.0065
C (4.413, 1.922, -1.404)  0.0029
C (5.758, 2.208, -1.231)  0.0005
C (6.182, 3.526, -1.324)  0.0002
C (5.261, 4.532, -1.584)  0.0002
C (3.914, 4.228, -1.743)  0.0001
C (3.479, 2.916, -1.652)  0.0005
C (3.848, -0.024, -3.165)  0.0000
C (2.661, 0.223, -3.833)  0.0003
C (2.632, 0.083, -5.211)  0.0001
C (3.779, -0.298, -5.895)  -0.0001
C (4.959, -0.546, -5.207)  0.0000
C (5.000, -0.415, -3.828)  -0.0001
H (6.468, 1.412, -1.038)  0.0001
H (7.229, 3.766, -1.205)  0.0000
H (5.595, 5.557, -1.671)  0.0000
H (3.205, 5.016, -1.962)  0.0000
H (2.435, 2.655, -1.781)  0.0001
H (1.778, 0.516, -3.277)  0.0002
H (1.716, 0.279, -5.753)  0.0000
H (3.751, -0.398, -6.972)  0.0000
H (5.849, -0.843, -5.745)  0.0000
H (5.916, -0.611, -3.282)  0.0000